# 1
Formula: C13H23I2IrOP2Se
Source: OMol25
Level of theory: the ωB97M-V functional and the def2-TZVPD basis

Each line ends with the Löwdin charge.
Positions of all 43 atoms, in Å:
I: 0.029 -1.816 -1.885  0.824
I: -1.585 2.851 -2.934  0.715
Ir: -0.082 0.845 -1.581  0.287
P: -2.383 0.193 -1.201  0.456
C: -3.160 -0.411 -2.751  -0.278
C: -2.725 -1.185 -0.035  -0.278
H: -3.761 -1.081 0.322  0.075
H: -4.477 1.093 -0.370  0.075
H: -2.052 -1.138 0.828  0.017
H: -3.079 1.846 0.476  0.024
H: -2.777 -1.411 -2.979  0.021
H: -2.602 -2.146 -0.545  0.029
C: -3.463 1.506 -0.496  -0.304
H: -4.245 -0.460 -2.602  0.076
H: -3.501 2.373 -1.169  -0.044
H: -2.939 0.260 -3.587  0.008
P: 2.324 0.018 -1.038  0.582
C: 3.207 -0.297 -2.609  -0.239
C: 3.326 1.358 -0.290  -0.225
H: 2.192 -1.438 0.916  0.027
H: 3.860 -1.276 0.297  0.074
H: 2.693 -2.348 -0.551  0.031
C: 2.805 -1.410 0.008  -0.272
H: 2.815 1.759 0.594  0.029
H: 4.294 0.927 0.008  0.074
H: 4.283 -0.326 -2.403  0.078
H: 3.003 0.504 -3.330  0.052
H: 3.491 2.169 -1.013  0.060
H: 2.883 -1.255 -3.029  0.041
C: 1.050 2.093 -2.393  -0.659
O: 1.781 2.868 -2.875  0.103
Se: -0.218 1.768 0.740  0.909
C: -0.120 0.474 2.171  -0.557
C: -1.316 0.079 2.801  -0.142
C: -1.296 -0.903 3.797  -0.040
C: -0.069 -1.405 4.255  -0.029
C: 1.132 -0.955 3.682  -0.045
C: 1.108 0.020 2.678  -0.135
H: -2.250 0.543 2.475  0.103
H: -2.243 -1.235 4.228  0.127
H: -0.059 -2.159 5.050  0.128
H: 2.088 -1.334 4.056  0.127
H: 2.038 0.442 2.284  0.094

## Properties
Charge ... +2
Kohn-Sham gap (spin up / spin down) ... 5.68 / 4.92 eV
2S+1 ... 5
Energy relative to the best compared isomer or geometry (same formula, charge and spin) ... 10.1 kcal per mole
LUMO energy (spin up / spin down) ... -7.81 / -10.46 eV
Strongest force on any atom ... 5.6 eV/Å
Calculated total energy ... -118849.146 eV

# 2
Formula: C13H23IN13S4V
Source: OMol25
Level of theory: the ωB97M-V functional and the def2-TZVPD basis

Each line ends with the Löwdin charge.
Positions of all 55 atoms, in Å:
V: -0.066 -0.625 0.218  0.327
N: -2.006 1.324 2.323  0.124
C: -2.395 1.171 1.043  -0.677
N: -1.790 0.414 0.171  -0.098
C: -2.374 0.482 -1.067  -0.375
C: -3.438 1.325 -1.150  -0.326
S: -3.754 2.057 0.379  1.084
C: -1.772 -0.316 -2.111  -0.330
C: -2.108 -0.360 -3.427  -0.325
S: -1.017 -1.367 -4.309  1.081
C: -0.147 -1.662 -2.813  -0.680
N: -0.677 -1.084 -1.765  -0.022
N: 1.021 -2.334 -2.824  0.083
H: -1.432 0.571 2.703  0.053
H: -2.645 1.783 2.951  0.108
H: -4.040 1.569 -2.001  0.079
H: -2.901 0.137 -3.944  0.077
H: 1.266 -2.875 -3.635  0.104
H: 1.430 -2.600 -1.928  -0.082
C: 4.551 1.847 -3.260  0.002
C: 3.330 2.512 -2.757  -0.332
N: 2.975 3.733 -2.976  0.117
N: 1.814 3.924 -2.308  0.034
C: 1.424 2.813 -1.648  -0.769
S: 0.086 2.571 -0.724  0.750
N: 2.406 1.891 -1.936  -0.097
N: 2.380 0.588 -1.460  0.080
H: 5.030 2.491 -3.992  0.092
H: 4.301 0.893 -3.724  0.085
H: 5.247 1.662 -2.439  0.091
H: 1.339 4.814 -2.327  0.160
H: 2.206 -0.073 -2.219  0.080
H: 3.278 0.348 -1.040  0.076
N: 1.075 0.291 3.084  -0.036
N: 0.918 0.618 1.707  -0.198
H: 1.749 0.916 3.535  0.090
H: 1.447 -0.655 3.154  0.038
H: 1.825 0.742 1.228  0.049
H: 0.422 1.514 1.658  0.025
I: 2.134 -2.260 0.465  0.300
C: -0.592 -2.421 5.741  -0.082
C: -1.787 -1.920 4.919  -0.228
C: -1.609 -2.248 3.484  -0.564
N: -1.175 -1.424 2.606  -0.009
N: -0.996 -1.930 1.387  -0.184
C: -1.308 -3.204 1.304  -0.673
N: -1.250 -3.914 0.161  0.128
S: -1.880 -3.856 2.817  1.141
H: -0.720 -2.108 6.774  0.079
H: 0.337 -2.000 5.361  0.073
H: -0.531 -3.507 5.718  0.075
H: -1.857 -0.833 5.010  0.115
H: -2.702 -2.381 5.298  0.115
H: -0.675 -3.527 -0.576  0.061
H: -1.335 -4.916 0.189  0.111

## Properties
Charge ... +1
Kohn-Sham gap (spin up / spin down) ... 6.88 / 6.42 eV
2S+1 ... 2
Energy relative to the best compared isomer or geometry (same formula, charge and spin) ... 22.5 kcal per mole
LUMO energy (spin up / spin down) ... -2.12 / -2.09 eV
Strongest force on any atom ... 1.9 eV/Å
Calculated total energy ... -110351.432 eV

Among the records above, which one has the lowest calculated total energy? C13H23I2IrOP2Se